Entry 1:
Density functional theory data (wB97M-V/def2-TZVPD) for a molecular structure, C24H33AlBN6O2Se at a distorted geometry.

Results
2S+1: 1
Gap between HOMO and LUMO (alpha / beta): 3.91 / 5.66 eV
Net charge: +1
Highest occupied orbital energy (alpha / beta): -0.39283 / -0.39283 hartree

Atoms and positions in Å:
Al1 1.372 0.223 0.493
C1 -7.059 -1.402 -0.129
C2 -6.113 -0.354 -0.671
C3 -5.107 -1.044 -1.654
C4 -5.191 0.231 0.354
C5 -5.539 0.544 1.772
C6 -4.313 0.753 2.339
N1 -3.322 0.787 1.371
N2 -3.898 0.414 0.187
B1 -1.836 0.870 1.654
N3 -1.065 -0.477 1.939
C7 -1.540 -1.576 2.661
C8 -0.483 -2.386 3.020
C9 0.692 -1.741 2.493
N4 0.333 -0.575 1.895
C10 2.117 -2.269 2.453
C11 3.209 -1.317 2.976
C12 2.215 -3.732 2.974
N5 -1.137 1.751 0.545
C13 -1.660 2.927 0.067
C14 -0.669 3.616 -0.598
C15 0.517 2.924 -0.415
N6 0.272 1.779 0.256
C16 1.894 3.131 -0.965
C17 2.275 2.167 -2.115
C18 2.251 4.525 -1.535
H1 -7.527 -1.927 -0.966
H2 -7.844 -0.944 0.477
H3 -6.490 -2.102 0.461
H4 -6.711 0.416 -1.243
H5 -4.633 -1.888 -1.186
H6 -4.280 -0.326 -1.864
H7 -5.538 -1.294 -2.596
H8 -6.537 0.548 2.286
H9 -4.166 0.988 3.357
H10 -1.642 1.467 2.727
H11 -2.604 -1.695 2.791
H12 -0.480 -3.426 3.368
H13 2.371 -2.392 1.346
H14 3.060 -1.029 4.012
H15 3.333 -0.581 2.234
H16 4.142 -1.934 2.929
H17 1.687 -3.918 3.950
H18 3.235 -4.038 3.070
H19 1.759 -4.407 2.198
H20 -2.654 3.202 0.267
H21 -0.854 4.626 -0.985
H22 2.581 2.863 -0.167
H23 1.419 1.667 -2.528
H24 2.909 1.353 -1.785
H25 2.820 2.675 -2.941
H26 2.128 4.615 -2.611
H27 3.272 4.682 -1.324
H28 1.684 5.330 -1.024
O1 0.895 -0.641 -0.944
O2 3.075 0.505 0.588
Se1 1.394 -1.650 -2.276
C19 3.231 -1.248 -2.495
C20 3.476 -1.063 -3.913
C21 4.801 -1.009 -4.260
C22 5.850 -1.082 -3.359
C23 5.638 -1.050 -2.010
C24 4.274 -1.078 -1.655
H29 2.655 -1.092 -4.676
H30 5.035 -0.932 -5.343
H31 6.883 -1.143 -3.774
H32 6.477 -1.037 -1.355
H33 3.656 0.218 -0.146

Cartesian forces (eV/Å) of the 3 atoms listed first:
Al -0.4158 1.4100 1.0701
C -0.3592 0.4860 0.0222
C 1.1895 0.0543 -2.0012

=====

Entry 2:
Density functional theory data (wB97M-V/def2-TZVPD) for a molecular structure, C24H33BrNO4P2Pb at a distorted geometry.

Results
2S+1: 1
Gap between HOMO and LUMO (alpha / beta): 4.13 / 3.34 eV
Net charge: +1
Highest occupied orbital energy (alpha / beta): -0.35820 / -0.34077 hartree

Atoms and positions in Å:
C1 -0.804 4.052 -1.762
C2 -0.935 2.692 -1.306
N1 -0.111 2.284 -0.280
C3 0.794 3.125 0.233
C4 0.931 4.463 -0.167
C5 0.096 4.926 -1.177
C6 -1.989 1.829 -1.756
P1 -2.492 0.368 -0.874
Pb1 -0.174 -0.613 0.442
P2 2.352 0.859 1.097
C7 1.742 2.616 1.338
C8 -0.170 -3.018 0.451
C9 -1.210 -3.677 1.076
C10 -1.181 -5.095 1.152
C11 -0.092 -5.810 0.639
C12 0.955 -5.114 0.031
C13 0.904 -3.708 -0.070
O1 -0.412 2.209 -5.308
O2 -0.527 -2.447 -4.355
H1 -1.461 4.351 -2.582
H2 1.667 5.084 0.337
H3 0.188 5.948 -1.521
C14 -3.906 0.842 0.232
C15 -3.233 -0.743 -2.122
H4 2.636 3.281 1.380
H5 1.197 2.631 2.315
H6 -0.799 1.301 -5.503
H7 -2.681 2.266 -2.479
C16 3.019 0.533 2.751
C17 3.828 1.123 0.072
H8 -2.055 -3.135 1.516
H9 -2.010 -5.635 1.620
H10 -0.067 -6.901 0.707
H11 1.804 -5.659 -0.371
H12 1.717 -3.167 -0.543
H13 2.082 -1.080 -0.313
H14 0.228 -3.059 -4.435
H15 -0.344 -1.993 -3.512
H16 0.437 2.075 -4.839
H17 2.373 -1.345 -0.977
H18 -4.755 1.255 -0.347
H19 -4.188 -0.078 0.774
H20 -3.555 1.589 0.968
H21 -3.847 -0.219 -2.867
H22 -2.451 -1.298 -2.657
H23 -3.851 -1.469 -1.581
H24 4.606 1.677 0.603
H25 4.204 0.132 -0.196
H26 3.559 1.644 -0.854
H27 3.925 1.118 2.937
H28 2.254 0.731 3.511
H29 3.247 -0.537 2.787
Br1 -1.727 2.585 2.637
C18 -1.853 1.682 4.312
C19 -2.186 2.395 5.464
C20 -2.219 1.742 6.697
C21 -1.862 0.401 6.767
C22 -1.538 -0.321 5.605
C23 -1.562 0.300 4.341
C24 -1.168 -0.438 3.054
O3 0.094 -0.541 2.754
O4 -2.082 -0.847 2.295
H30 -2.449 3.442 5.365
H31 -2.478 2.314 7.581
H32 -1.861 -0.094 7.741
H33 -1.272 -1.376 5.693

Cartesian forces (eV/Å) of the 3 atoms listed first:
C -0.3008 -0.5521 -0.3047
C -0.0243 0.4635 0.9940
N 0.2826 -0.0082 -0.4556

=====

Entry 3:
Density functional theory data (wB97M-V/def2-TZVPD) for a molecular structure, C24H33ClN2OV at a distorted geometry.

Results
2S+1: 2
Gap between HOMO and LUMO (alpha / beta): 4.48 / 5.10 eV
Net charge: +2
Highest occupied orbital energy (alpha / beta): -0.48431 / -0.48433 hartree

Atoms and positions in Å:
C1 -2.025 5.137 -1.746
C2 -3.532 4.758 -1.987
C3 -1.876 6.333 -0.770
C4 -1.269 5.388 -3.085
Cl1 -1.399 3.560 -1.026
H1 -2.409 7.242 -1.104
H2 -0.809 6.605 -0.646
H3 -2.288 6.053 0.221
H4 -4.119 5.552 -2.476
H5 -4.006 4.529 -1.013
H6 -3.582 3.847 -2.619
H7 -1.732 6.170 -3.719
H8 -1.245 4.454 -3.683
H9 -0.227 5.705 -2.897
C5 -0.042 0.693 2.211
C6 0.298 1.968 2.780
C7 -0.717 2.888 2.367
H10 1.092 2.185 3.497
C8 -1.700 2.163 1.624
C9 -1.255 0.810 1.481
H11 -1.804 0.023 0.991
H12 0.442 -0.246 2.493
H13 -0.783 3.932 2.675
H14 -2.699 2.542 1.368
C10 2.347 1.927 -0.548
C11 2.502 2.260 0.835
C12 2.049 3.637 1.012
H15 2.931 1.647 1.618
C13 1.617 4.089 -0.268
C14 1.793 3.062 -1.230
H16 1.676 3.173 -2.303
H17 2.638 0.994 -1.034
H18 2.096 4.224 1.923
H19 1.379 5.133 -0.498
V1 0.416 2.191 0.609
C15 -1.225 -7.502 0.226
C16 -0.711 -6.514 -0.780
N1 -0.205 -5.280 -0.235
C17 0.153 -5.246 1.212
C18 1.446 -5.962 1.533
C19 -0.099 -4.190 -1.075
O1 -0.685 -4.143 -2.156
C20 0.824 -3.075 -0.592
C21 2.191 -3.316 -0.360
C22 2.910 -2.304 0.291
C23 2.261 -1.104 0.549
N2 1.070 -0.794 0.057
C24 0.319 -1.770 -0.497
H20 -0.458 -7.885 0.885
H21 -1.613 -8.343 -0.350
H22 -2.049 -7.108 0.804
H23 0.097 -6.983 -1.377
H24 -1.500 -6.243 -1.497
H25 0.218 -4.192 1.512
H26 -0.692 -5.722 1.729
H27 2.271 -5.535 0.956
H28 1.648 -5.797 2.600
H29 1.389 -7.030 1.323
H30 2.657 -4.240 -0.702
H31 3.958 -2.434 0.564
H32 2.756 -0.348 1.160
H33 -0.693 -1.564 -0.834

Cartesian forces (eV/Å) of the 3 atoms listed first:
C -1.5259 2.2274 -1.6236
C 0.5109 -0.5041 0.2576
C 0.4047 -0.8046 0.5832

=====

Entry 4:
Density functional theory data (wB97M-V/def2-TZVPD) for 3 unconnected molecules or ions with the total composition C24H33FN4O5S4 at a distorted geometry.

Results
2S+1: 1
Gap between HOMO and LUMO: 6.91 eV
Highest occupied orbital energy: -0.30615 hartree

Atoms and positions in Å:
O1 2.792 -1.440 3.635
S1 1.814 -0.474 2.922
O2 2.095 1.038 3.272
F1 0.188 -0.761 3.485
N1 1.989 -0.606 1.190
C1 1.094 -1.665 0.584
C2 0.013 -1.055 -0.488
C3 -0.669 0.372 -0.050
S2 -0.960 1.366 -1.610
C4 -2.310 2.676 -1.353
S3 -1.781 4.310 -1.531
N2 -3.758 2.357 -1.050
C5 -4.159 2.713 0.364
C6 -5.626 3.481 0.600
C7 -6.128 3.953 2.124
C8 -5.200 3.689 3.475
C9 -3.766 2.926 3.250
C10 -3.268 2.458 1.723
C11 -4.097 0.930 -1.420
C12 -4.319 -0.325 -0.388
C13 -4.653 -1.855 -0.972
C14 -4.785 -2.183 -2.600
C15 -4.551 -0.917 -3.645
C16 -4.215 0.612 -3.056
C17 3.430 -0.728 0.749
C18 3.612 0.205 -0.622
S4 5.451 0.557 -0.765
C19 5.721 2.428 -0.708
N3 6.820 3.259 -1.377
N4 6.563 4.604 -1.044
C20 5.345 4.677 -0.149
O3 4.812 3.312 0.059
H1 1.750 -2.470 0.011
H2 0.493 -2.259 1.403
H3 -0.805 -1.882 -0.677
H4 0.588 -0.861 -1.501
H5 -0.039 1.013 0.700
H6 -1.715 0.168 0.483
H7 -6.359 3.754 -0.272
H8 -7.158 4.531 2.295
H9 -5.581 4.067 4.515
H10 -3.078 2.738 4.205
H11 -2.214 1.951 1.664
H12 -4.214 -0.174 0.768
H13 -4.817 -2.783 -0.243
H14 -5.009 -3.291 -2.964
H15 -4.641 -1.142 -4.792
H16 -4.043 1.480 -3.830
H17 4.089 -0.229 1.595
H18 3.793 -1.823 0.545
H19 3.014 1.233 -0.546
H20 3.229 -0.358 -1.592
H21 4.870 5.661 0.316
C21 0.698 0.271 -5.259
C22 1.807 0.291 -4.227
O4 1.883 -0.966 -3.572
H22 -0.263 0.046 -4.786
H23 0.624 1.235 -5.771
H24 0.877 -0.511 -6.005
H25 1.613 1.059 -3.472
H26 2.774 0.503 -4.694
H27 2.063 -1.640 -4.250
C23 3.385 -5.755 4.761
C24 3.116 -5.723 3.271
O5 2.158 -4.719 2.972
H28 2.462 -5.954 5.315
H29 4.119 -6.527 5.009
H30 3.761 -4.787 5.108
H31 2.720 -6.685 2.933
H32 4.033 -5.512 2.711
H33 2.523 -3.868 3.269

Cartesian forces (eV/Å) of the 3 atoms listed first:
O -4.2737 2.6259 -2.5457
S 4.7705 3.5497 4.0456
O -1.8216 -6.3083 -1.6935

=====

Entry 5:
Density functional theory data (wB97M-V/def2-TZVPD) for a molecular structure, C24H33FeN2O6P2 at a distorted geometry.

Results
2S+1: 6
Gap between HOMO and LUMO (alpha / beta): 5.47 / 5.98 eV
Highest occupied orbital energy (alpha / beta): -0.21834 / -0.31151 hartree

Atoms and positions in Å:
C1 -0.662 3.752 -2.717
C2 -0.797 2.409 -2.260
N1 0.173 1.884 -1.408
C3 1.000 2.726 -0.753
C4 0.974 4.104 -0.999
C5 0.144 4.619 -2.010
C6 -1.883 1.573 -2.588
P1 -1.888 -0.104 -1.876
Fe1 0.154 -0.010 -1.087
P2 2.114 0.307 -0.037
C7 1.905 2.108 0.317
C8 0.226 -1.965 -0.772
C9 -0.828 -2.531 -0.048
C10 -0.875 -3.910 0.167
C11 0.152 -4.731 -0.300
C12 1.232 -4.162 -0.974
C13 1.276 -2.784 -1.210
O1 -0.740 0.711 -6.029
O2 0.891 -2.120 -4.777
H1 -1.304 4.077 -3.535
H2 1.600 4.749 -0.383
H3 0.125 5.684 -2.205
C14 -3.323 0.398 -0.853
C15 -2.519 -1.437 -2.985
H4 2.898 2.596 0.340
H5 1.411 2.217 1.307
H6 -1.118 0.936 -5.170
H7 -2.523 1.878 -3.426
C16 2.398 -0.434 1.584
C17 3.679 0.240 -0.953
H8 -1.613 -1.905 0.392
H9 -1.719 -4.322 0.719
H10 0.115 -5.804 -0.124
H11 2.064 -4.785 -1.309
H12 2.125 -2.347 -1.746
H13 0.691 -0.435 -2.416
H14 0.123 -2.669 -4.491
H15 0.495 -1.237 -4.949
H16 0.167 1.106 -6.041
H17 1.440 -0.123 -2.155
H18 -4.175 0.604 -1.521
H19 -3.515 -0.361 -0.092
H20 -3.007 1.334 -0.366
H21 -3.403 -1.074 -3.529
H22 -1.770 -1.794 -3.717
H23 -2.794 -2.283 -2.333
H24 4.455 0.756 -0.372
H25 3.951 -0.813 -1.102
H26 3.546 0.728 -1.927
H27 3.331 -0.048 2.017
H28 1.552 -0.213 2.251
H29 2.469 -1.520 1.455
O3 -2.522 -0.526 1.855
C18 -1.553 0.237 2.084
O4 -0.915 0.994 1.272
C19 -1.064 0.301 3.523
C20 -0.139 1.289 3.936
C21 0.380 1.279 5.224
C22 -0.025 0.284 6.135
C23 -0.990 -0.673 5.751
C24 -1.498 -0.667 4.454
N2 0.559 0.231 7.435
O5 1.434 1.077 7.737
O6 0.172 -0.660 8.226
H30 0.180 2.066 3.237
H31 1.106 2.026 5.525
H32 -1.318 -1.419 6.461
H33 -2.225 -1.415 4.141

Cartesian forces (eV/Å) of the 3 atoms listed first:
C -0.7395 -0.3953 0.3417
C 0.9404 0.1963 0.0422
N -0.4372 4.1356 -0.0121

=====

Entry 6:
Density functional theory data (wB97M-V/def2-TZVPD) for a molecular structure, C24H33IN3NiO2S2SbSe.

Results
2S+1: 3
Gap between HOMO and LUMO (alpha / beta): 4.06 / 3.95 eV
Net charge: -2
Highest occupied orbital energy (alpha / beta): -0.01307 / -0.00897 hartree

Atoms and positions in Å:
Ni1 0.246 -0.273 -0.192
C1 3.252 -0.035 -2.203
C2 2.793 0.812 -1.040
N1 2.886 0.255 0.118
N2 2.836 1.065 1.232
C3 2.090 0.634 2.178
S1 0.884 -0.588 2.124
S2 2.395 1.459 3.761
C4 3.149 0.011 4.575
C5 4.501 -0.331 4.025
C6 5.651 0.264 4.534
C7 6.896 -0.023 4.000
C8 7.005 -0.903 2.932
C9 5.863 -1.488 2.407
C10 4.618 -1.208 2.951
C11 2.290 2.177 -1.274
C12 2.988 3.059 -2.091
C13 2.559 4.354 -2.319
C14 1.366 4.764 -1.719
C15 0.626 3.906 -0.944
C16 1.033 2.562 -0.695
O1 0.271 1.771 -0.046
H1 4.318 -0.256 -2.095
H2 2.720 -0.990 -2.206
H3 3.085 0.476 -3.150
H4 3.206 0.248 5.638
H5 2.451 -0.816 4.434
H6 5.562 0.971 5.351
H7 7.781 0.452 4.406
H8 7.975 -1.117 2.500
H9 5.929 -2.152 1.556
H10 3.725 -1.630 2.509
H11 3.920 2.720 -2.535
H12 3.134 5.031 -2.938
H13 1.007 5.777 -1.878
H14 -0.312 4.218 -0.504
C17 1.003 -0.536 -5.363
C18 -0.105 0.342 -4.817
Sb1 -0.625 -0.080 -2.717
C19 -2.380 1.176 -2.742
C20 -3.034 1.503 -4.074
C21 -1.407 -2.048 -3.163
C22 -2.190 -2.254 -4.449
H15 1.175 -0.371 -6.432
H16 0.768 -1.593 -5.232
H17 1.944 -0.356 -4.848
H18 -1.008 0.212 -5.409
H19 0.170 1.395 -4.874
H20 -2.063 2.092 -2.238
H21 -3.058 0.671 -2.051
H22 -2.370 2.059 -4.735
H23 -3.927 2.118 -3.921
H24 -3.348 0.607 -4.610
H25 -2.016 -2.256 -2.281
H26 -0.541 -2.716 -3.126
H27 -3.125 -1.693 -4.435
H28 -2.450 -3.310 -4.586
H29 -1.633 -1.944 -5.335
Se1 -2.091 -0.886 0.166
N3 -0.296 -3.542 0.445
C23 0.818 -3.325 -0.230
O2 1.100 -2.274 -0.804
C24 1.744 -4.531 -0.327
I1 3.688 -4.026 -1.014
H30 -1.036 -2.762 0.461
H31 -0.407 -4.380 0.991
H32 1.339 -5.243 -1.044
H33 1.862 -5.016 0.639

Cartesian forces (eV/Å) of the 3 atoms listed first:
Ni 0.0643 0.1305 0.7481
C -0.0069 -0.0718 -0.0113
C -0.0904 -0.2221 0.2860

=====

Entry 7:
Density functional theory data (wB97M-V/def2-TZVPD) for a molecular structure, C24H33LiN2OS5Sb2 at a distorted geometry.

Results
2S+1: 1
Gap between HOMO and LUMO: 6.85 eV
Highest occupied orbital energy: -0.25534 hartree

Atoms and positions in Å:
Li1 -0.393 0.924 -0.739
C1 -1.761 -3.422 0.803
Sb1 -0.961 -1.439 1.181
C2 1.070 -2.049 0.892
C3 -1.020 -1.741 3.375
C4 0.307 -2.034 3.937
C5 0.739 -3.357 4.003
C6 1.987 -3.696 4.487
C7 2.851 -2.696 4.899
C8 2.439 -1.378 4.845
C9 1.171 -1.025 4.394
C10 0.763 0.396 4.454
Sb2 0.724 1.384 2.505
C11 0.940 3.375 3.374
C12 2.873 1.183 2.333
H1 -1.251 -4.157 1.423
H2 -1.613 -3.675 -0.241
H3 -2.827 -3.444 1.024
H4 1.253 -2.988 1.402
H5 1.750 -1.299 1.281
H6 1.246 -2.173 -0.169
H7 -1.697 -2.579 3.525
H8 -1.468 -0.849 3.808
H9 0.066 -4.139 3.678
H10 2.283 -4.733 4.550
H11 3.830 -2.942 5.280
H12 3.110 -0.599 5.180
H13 1.457 0.962 5.073
H14 -0.237 0.504 4.873
H15 1.456 3.327 4.326
H16 -0.032 3.834 3.526
H17 1.521 3.992 2.696
H18 3.339 1.678 3.179
H19 3.231 1.622 1.407
H20 3.133 0.130 2.354
C13 -0.278 4.929 0.008
C14 0.254 3.712 -0.695
O1 0.145 2.585 -0.203
N1 0.871 3.925 -1.859
C15 1.291 2.851 -2.739
C16 0.124 2.314 -3.541
C17 0.175 2.176 -4.922
C18 -0.945 1.686 -5.582
C19 -2.077 1.389 -4.842
C20 -2.031 1.558 -3.465
N2 -0.956 1.998 -2.827
H21 -0.194 4.787 1.082
H22 -1.337 5.028 -0.222
H23 0.230 5.840 -0.295
H24 0.834 4.849 -2.264
H25 1.685 2.042 -2.112
H26 2.077 3.228 -3.393
H27 1.074 2.422 -5.467
H28 -0.933 1.551 -6.653
H29 -2.975 1.016 -5.307
H30 -2.883 1.319 -2.843
C21 -3.961 -2.549 -2.344
S1 -3.637 -1.342 -3.664
C22 -2.041 -1.829 -4.204
C23 -0.895 -1.679 -3.501
S2 -0.772 -1.104 -1.901
S3 0.560 -2.285 -4.320
C24 -0.220 -2.863 -5.772
S4 0.569 -3.622 -6.983
S5 -1.929 -2.547 -5.804
H31 -4.949 -2.309 -1.968
H32 -3.212 -2.414 -1.571
H33 -3.945 -3.557 -2.742

Cartesian forces (eV/Å) of the 3 atoms listed first:
Li -0.3534 -0.0013 -0.4270
C 0.0032 0.2683 0.0314
Sb -0.3719 -0.8236 0.1010

=====

no.,E (eV)
1,-111073.4538
2,-128961.8830
3,-68644.2325
4,-87652.2814
5,-93646.5182
6,-176687.9884
7,-97908.5825